1.
{
  "formula": "C20H19N3O4S",
  "method": "wB97M-V/def2-TZVPD",
  "symbols": ["C", "H", "H", "C", "N", "C", "N", "N", "C", "C", "O", "C", "C", "C", "C", "C", "C", "H", "O", "C", "O", "H", "H", "H", "H", "H", "H", "S", "C", "C", "O", "C", "C", "C", "C", "C", "C", "H", "H", "H", "H", "H", "H", "H", "H", "H", "H"],
  "xyz": [[-1.5892, -1.0510, -0.7883], [-2.7787, -1.1847, -0.6009], [-1.4226, -0.1153, -0.3502], [-0.9418, -2.1064, 0.0383], [0.3339, -1.9226, -0.2226], [1.3646, -2.3869, -1.2030], [2.6848, -1.8867, -1.1099], [2.5123, -1.3297, 0.0926], [1.3539, -1.2884, 0.5874], [0.9932, -0.4137, 1.8603], [0.0257, 0.2025, 1.6860], [-0.6149, 0.9173, 2.5990], [-0.2543, 1.2189, 3.7950], [-0.6248, 1.9003, 4.9762], [-1.9210, 2.5523, 4.5425], [-2.2334, 2.6179, 3.2210], [-1.8152, 1.9587, 2.2248], [-2.1261, 1.8163, 1.2475], [-3.5304, 3.2776, 3.3643], [-3.5062, 3.9156, 4.5288], [-2.6488, 3.3693, 5.3027], [-3.3859, 4.9621, 4.4258], [-4.5118, 3.5395, 5.0018], [-0.0748, 2.0109, 5.8912], [0.6866, 0.3576, 4.2417], [1.8697, 0.1636, 2.2294], [0.7321, -1.0520, 2.5541], [0.7835, -3.5613, -2.2682], [2.3511, -3.3265, -3.5181], [2.8547, -1.8935, -3.6101], [4.0089, -1.9480, -3.7252], [1.7819, -0.9087, -3.6416], [2.3055, 0.3304, -2.8945], [1.3584, 1.4591, -2.9346], [0.1409, 1.3527, -3.4566], [-0.1512, 0.0874, -3.9005], [0.4639, -0.9935, -4.1519], [0.5235, -1.6482, -4.6592], [-1.1865, 0.0989, -4.4985], [-0.3528, 2.0715, -3.2990], [1.7933, 2.4738, -2.2869], [3.5550, 0.3846, -2.5472], [1.9851, -3.7726, -4.5149], [2.9961, -3.9382, -3.1453], [-1.1350, -2.1483, 1.0243], [-1.2286, -3.0473, -0.2203], [-1.4250, -1.1152, -1.8873]],
  "forces_ev_per_a": [[-5.8, -1.1, -0.1], [2.3, 0.4, -0.8], [0.7, 1.5, 0.1], [-2.9, 0.8, -2.8], [14.5, 0.6, -0.7], [-0.9, 0.4, -0.1], [-6.6, -3.1, 1.3], [3.0, 2.9, 1.8], [-2.6, 1.4, 1.3], [14.3, -7.5, -0.7], [-15.1, 10.5, -5.2], [-5.0, 5.0, -2.7], [7.6, -5.2, 7.3], [-6.1, 2.5, -4.2], [7.9, -1.5, 4.6], [-5.6, 2.6, 3.1], [5.7, -6.3, -2.7], [-1.1, 0.5, -1.6], [1.4, -1.3, -5.1], [-7.7, 0.9, 0.4], [4.8, -2.5, 3.9], [0.0, 1.5, 0.0], [0.7, 2.0, -0.7], [-0.2, -0.3, 0.1], [-2.2, 2.6, -1.7], [0.3, -0.4, -0.5], [0.2, -4.6, 4.6], [1.3, -0.3, -2.5], [-7.1, 1.3, -2.0], [-4.5, -3.9, -0.6], [4.7, 2.4, -0.7], [4.1, 5.6, 3.3], [-0.4, -0.7, -2.5], [7.0, 1.2, 4.2], [7.3, -9.8, -0.5], [-9.9, 4.4, -4.0], [7.2, 10.9, 12.0], [-1.7, -15.3, -12.1], [1.5, 0.0, 1.5], [-8.1, 9.5, 1.2], [-1.6, -2.8, -2.3], [-4.4, -0.2, -0.9], [0.4, 0.9, 1.4], [4.2, -3.4, 2.3], [-0.7, 0.9, 3.7], [-1.0, -2.9, -1.4], [0.2, 0.0, 1.0]],
  "lowdin_charge": [-0.0376, 0.1325, 0.0369, -0.2920, -0.0074, -0.5809, 0.0667, 0.0178, -0.1800, -0.3210, 0.0116, -0.1875, -0.1064, 0.0836, -0.1710, -0.1995, 0.1514, 0.0987, 0.0410, -0.3557, 0.0905, 0.1346, 0.1807, 0.1033, 0.1982, 0.1580, 0.0799, 0.9585, -0.1965, -0.5293, 0.1422, -0.1252, 0.0424, -0.0871, -0.0847, -0.1286, -0.0596, -0.0212, 0.1639, 0.0039, 0.1723, 0.1994, 0.1239, -0.0023, 0.1094, 0.0946, 0.0777],
  "orbital_gap_ha": 0.2984,
  "multiplicity": 1,
  "charge": 0,
  "total_energy_ev": -44523.8799,
  "e_above_lowest_kj_mol": 1964.3
}

---

2.
{
  "formula": "C22H37N4O6PPdS",
  "method": "wB97M-V/def2-TZVPD",
  "symbols": ["Pd", "C", "C", "C", "C", "C", "C", "C", "S", "O", "O", "N", "C", "C", "C", "C", "C", "N", "H", "H", "H", "H", "H", "H", "H", "H", "H", "H", "H", "N", "C", "C", "N", "H", "H", "H", "H", "H", "H", "H", "H", "C", "C", "C", "C", "O", "P", "O", "O", "O", "C", "C", "C", "C", "H", "H", "H", "H", "H", "H", "H", "H", "H", "H", "H", "H", "H", "H", "H", "H", "H", "H"],
  "xyz": [[-1.2058, -2.0259, 1.1275], [-2.0561, 1.2736, -5.2891], [-2.5598, 0.7093, -3.9866], [-3.8577, 0.9587, -3.5525], [-4.3067, 0.4708, -2.3327], [-3.4519, -0.2693, -1.5307], [-2.1569, -0.5417, -1.9548], [-1.7237, -0.0533, -3.1765], [-4.0157, -0.8259, 0.0774], [-3.6023, 0.1880, 1.0117], [-5.4503, -1.0148, -0.0698], [-3.2283, -2.1774, 0.3679], [-3.5357, -3.3269, -0.3261], [-4.4732, -3.4258, -1.3841], [-4.6323, -4.6290, -2.0354], [-3.8962, -5.7436, -1.6444], [-3.0254, -5.5649, -0.5814], [-2.8449, -4.4166, 0.0529], [-2.8820, 1.5800, -5.9332], [-1.4536, 0.5418, -5.8299], [-1.4248, 2.1487, -5.1158], [-4.5259, 1.5416, -4.1789], [-5.3196, 0.6516, -1.9961], [-1.5050, -1.1265, -1.3111], [-0.7078, -0.2583, -3.4973], [-5.0634, -2.5704, -1.6717], [-5.3382, -4.6969, -2.8569], [-3.9921, -6.7015, -2.1390], [-2.4231, -6.3931, -0.2132], [0.8086, -1.9118, 1.7311], [1.7329, -3.0182, 1.4511], [1.2247, -4.3838, 1.9073], [0.1694, -5.0061, 1.1162], [1.2358, -1.0703, 1.3319], [0.7722, -1.7560, 2.7336], [2.7068, -2.8228, 1.9216], [1.9034, -3.0356, 0.3725], [0.8651, -4.2984, 2.9385], [2.0837, -5.0654, 1.9343], [-0.6759, -4.4288, 1.1619], [0.4334, -4.9685, 0.1362], [4.4384, 3.3989, 3.6576], [4.5640, 3.0804, 2.1700], [4.2273, 4.3217, 1.3450], [5.9778, 2.5955, 1.8551], [3.6325, 2.0240, 1.9509], [3.1686, 1.4919, 0.4601], [4.2805, 1.7000, -0.5039], [2.5510, 0.1637, 0.7152], [2.0327, 2.5852, 0.0595], [0.6677, 2.5978, 0.5188], [0.1746, 3.9973, 0.1672], [-0.1514, 1.5512, -0.2279], [0.5635, 2.3783, 2.0250], [5.1499, 4.1766, 3.9488], [4.6342, 2.5006, 4.2456], [3.4267, 3.7414, 3.8823], [4.9271, 5.1266, 1.5898], [3.2115, 4.6561, 1.5643], [4.2913, 4.0939, 0.2816], [6.7078, 3.3790, 2.0817], [6.0370, 2.3220, 0.8026], [6.2070, 1.7155, 2.4605], [0.2639, 4.1624, -0.9083], [0.7747, 4.7501, 0.6844], [-0.8718, 4.1139, 0.4565], [-0.0038, 1.6619, -1.3041], [-1.2136, 1.6696, 0.0017], [0.1332, 0.5435, 0.0714], [1.1273, 3.1411, 2.5672], [0.9558, 1.3996, 2.2960], [-0.4874, 2.4239, 2.3188]],
  "forces_ev_per_a": [[-0.1, 0.0, -0.1], [0.0, 0.0, 0.0], [0.0, 0.0, 0.0], [0.0, 0.0, 0.0], [0.0, 0.0, 0.0], [0.0, 0.0, 0.0], [-0.1, 0.0, 0.0], [0.0, 0.0, 0.0], [0.0, 0.0, 0.0], [0.0, 0.0, 0.0], [0.0, 0.0, 0.0], [0.0, 0.0, 0.0], [0.0, 0.0, 0.0], [0.0, -0.1, -0.1], [0.0, 0.0, 0.0], [0.0, 0.0, 0.0], [0.0, 0.0, 0.0], [0.0, 0.0, 0.1], [0.0, 0.0, 0.0], [0.0, 0.0, 0.0], [0.0, 0.0, 0.0], [0.0, 0.0, 0.0], [0.0, 0.0, 0.0], [0.1, 0.0, 0.0], [0.0, 0.0, 0.0], [0.0, 0.0, 0.0], [0.0, 0.0, 0.0], [0.0, 0.0, 0.0], [0.0, 0.0, 0.0], [0.0, 0.0, 0.0], [0.0, 0.0, 0.0], [0.0, 0.0, 0.0], [0.0, 0.0, 0.0], [0.0, 0.1, 0.0], [0.0, 0.0, 0.0], [0.0, 0.0, 0.0], [0.0, 0.0, 0.0], [0.0, 0.0, 0.0], [0.0, 0.0, 0.0], [0.0, 0.0, 0.0], [0.0, 0.0, 0.0], [0.0, 0.0, 0.0], [0.0, 0.0, 0.0], [0.0, 0.0, 0.0], [0.0, 0.0, 0.0], [0.0, 0.0, 0.0], [0.0, 0.0, 0.0], [0.0, 0.0, 0.0], [0.0, 0.0, 0.0], [0.0, 0.0, 0.0], [0.0, -0.1, 0.0], [0.0, 0.0, 0.0], [0.0, 0.1, 0.1], [0.0, 0.0, 0.0], [0.0, 0.0, 0.0], [0.0, 0.0, 0.0], [0.0, 0.0, 0.0], [0.0, 0.0, 0.0], [0.0, 0.0, 0.0], [0.0, 0.0, 0.0], [0.0, 0.0, 0.0], [0.0, 0.0, 0.0], [0.0, 0.0, 0.0], [0.0, 0.0, 0.0], [0.0, 0.0, 0.0], [0.0, 0.0, 0.0], [0.0, 0.0, 0.0], [0.0, 0.0, 0.0], [0.0, 0.0, -0.1], [0.0, 0.0, 0.0], [0.0, 0.0, 0.0], [0.0, 0.0, 0.0]],
  "lowdin_charge": [0.3004, -0.0676, -0.2890, -0.0599, -0.0645, -0.2734, -0.0675, -0.0455, 0.5219, -0.3469, -0.3566, -0.2336, -0.3978, -0.0371, -0.1127, -0.1255, -0.1850, 0.0866, 0.0637, 0.0711, 0.0774, 0.0981, 0.1058, 0.0683, 0.1157, 0.0817, 0.0907, 0.0743, 0.0912, -0.1153, -0.2856, -0.3249, -0.0342, 0.0117, 0.0622, 0.1024, 0.1060, 0.0966, 0.0880, -0.0137, 0.0486, -0.0469, -0.6580, -0.0441, -0.0488, -0.1888, 0.2503, -0.3169, -0.2996, -0.1875, -0.6288, -0.0437, -0.0385, -0.0335, 0.0748, 0.0805, 0.0752, 0.0768, 0.0727, 0.0755, 0.0735, 0.0634, 0.0825, 0.0808, 0.0699, 0.0811, 0.0845, 0.0843, 0.0498, 0.0717, 0.0725, 0.0889],
  "orbital_gap_ha": 0.1781,
  "multiplicity": 1,
  "charge": -2,
  "total_energy_ev": -65269.5392,
  "e_above_lowest_kj_mol": 0.6
}

---

3.
{
  "formula": "C7H12N2OS",
  "method": "wB97M-V/def2-TZVPD",
  "symbols": ["C", "C", "C", "C", "C", "C", "C", "N", "N", "O", "S", "H", "H", "H", "H", "H", "H", "H", "H", "H", "H", "H", "H"],
  "xyz": [[0.6807, 2.6104, 0.2159], [-1.8901, 0.9210, 0.1345], [-1.3389, -0.3634, 0.7351], [-1.0907, 1.3792, -1.1163], [0.1154, -0.2369, 0.9979], [0.4338, 1.6389, -0.7927], [2.6139, -1.7007, -0.3186], [0.9270, 3.4316, 0.9924], [0.9093, 0.1871, -0.1700], [3.3111, 0.8319, -0.6752], [2.6317, 0.0328, 0.3301], [-3.0349, 0.8385, 0.0334], [-1.7464, 1.7595, 0.8309], [-2.0235, -0.7342, 1.4709], [-1.5437, -1.2232, 0.0069], [-1.0674, 0.5985, -1.8632], [-1.3613, 2.2431, -1.5870], [0.4102, 0.5500, 1.8297], [0.4589, -1.2099, 1.3315], [1.0550, 1.7179, -1.7145], [3.2259, -2.3576, 0.2730], [3.1688, -1.7051, -1.3502], [1.5111, -2.0002, -0.3926]],
  "forces_ev_per_a": [[0.6, 2.1, 0.9], [-1.1, 1.1, -0.2], [-1.4, -0.7, -2.6], [1.8, -2.3, 1.4], [1.4, 1.8, 1.9], [0.2, -4.7, 0.5], [-0.1, 0.0, -1.8], [-0.3, -0.8, -0.5], [-0.5, 1.1, -0.6], [1.0, 0.7, -0.5], [-1.9, -0.7, -1.3], [1.8, 0.2, -0.5], [-0.2, -0.3, 0.3], [0.3, 0.3, 1.5], [0.8, 1.1, 0.2], [-0.1, -0.3, -0.3], [-1.5, 2.4, -1.0], [-1.2, -1.6, -0.9], [0.5, -0.1, 0.1], [-0.5, 0.4, 0.9], [0.0, -0.3, 0.7], [-1.4, 0.4, 1.7], [1.9, 0.1, 0.0]],
  "lowdin_charge": [-0.2346, -0.1858, -0.2151, -0.1243, -0.3065, -0.2164, -0.2368, 0.1878, -0.2910, -0.5105, 0.8946, 0.1377, 0.1051, 0.1024, 0.1396, 0.1121, 0.0779, 0.1437, 0.0958, 0.1519, 0.0183, 0.0933, 0.0609],
  "orbital_gap_ha": 0.3601,
  "multiplicity": 1,
  "charge": 0,
  "total_energy_ev": -23313.7739,
  "e_above_lowest_kj_mol": 347.2
}